1.
{"formula": "C2H5N2", "method": "ωB97M-V/def2-TZVPD", "e_above_lowest_ev": 2.518, "smiles": "CC=[N+]=N", "energy_ev": -5124.529, "charge": 1, "lumo_ev": -6.18, "homo_lumo_gap_ev": 9.6, "elements": ["C", "C", "N", "N", "H", "H", "H", "H", "H"], "coordinates": [[-0.053, -0.519, -0.575], [1.155, -0.021, 0.150], [-2.095, 0.267, 0.492], [-1.227, -0.070, -0.155], [0.095, -1.153, -1.395], [0.935, 0.721, 0.797], [1.969, 0.441, -0.473], [1.782, -0.837, 0.582], [-2.562, 1.170, 0.576]], "forces_ev_per_a": [[-2.11, 2.20, 2.19], [2.36, -1.95, -1.94], [-2.90, -0.41, 3.43], [6.46, -1.56, -3.59], [-0.76, -0.74, -1.29], [-0.82, 2.05, 2.63], [-1.24, -0.38, -0.44], [-1.03, 0.22, 0.15], [0.03, 0.56, -1.15]], "mulliken_charge": [0.21, -0.98, -0.39, 0.46, 0.38, 0.36, 0.32, 0.29, 0.35]}

2.
{"formula": "C23H21N6ORhS", "method": "ωB97M-V/def2-TZVPD", "e_above_lowest_ev": 1.034, "energy_ev": -49006.517, "charge": 2, "lumo_ev": -8.58, "homo_lumo_gap_ev": 5.6, "elements": ["Rh", "C", "C", "C", "C", "C", "C", "N", "N", "C", "C", "C", "C", "C", "N", "H", "H", "H", "H", "H", "H", "H", "H", "H", "C", "N", "N", "C", "O", "C", "C", "C", "C", "C", "C", "C", "C", "C", "H", "H", "H", "H", "H", "H", "H", "H", "H", "H", "H", "H", "S", "C", "N"], "coordinates": [[-0.615, 0.896, 1.225], [-0.903, 6.029, -0.743], [-0.116, 4.901, -0.937], [-0.500, 3.698, -0.381], [-1.661, 3.635, 0.393], [-2.466, 4.765, 0.576], [-2.076, 5.958, 0.007], [-2.002, 2.393, 0.963], [-3.053, 2.288, 1.612], [-3.270, 1.032, 2.161], [-4.485, 0.731, 2.734], [-4.675, -0.544, 3.259], [-3.644, -1.465, 3.197], [-2.431, -1.084, 2.642], [-2.259, 0.134, 2.141], [-0.613, 6.970, -1.193], [0.792, 4.965, -1.521], [0.088, 2.807, -0.558], [-3.376, 4.688, 1.153], [-2.681, 6.842, 0.152], [-5.259, 1.486, 2.741], [-5.619, -0.807, 3.717], [-3.766, -2.471, 3.571], [-1.586, -1.758, 2.597], [3.885, -2.961, -1.761], [3.106, -2.361, -0.685], [1.831, -1.886, -0.848], [1.459, -1.260, 0.295], [0.271, -0.755, 0.421], [2.524, -1.356, 1.190], [3.535, -2.039, 0.542], [4.893, -2.416, 1.016], [0.985, -2.244, -1.946], [0.264, -1.254, -2.594], [-0.571, -1.602, -3.644], [-0.688, -2.928, -4.038], [0.034, -3.912, -3.377], [0.871, -3.573, -2.325], [3.422, -2.735, -2.717], [3.956, -4.041, -1.645], [4.887, -2.541, -1.747], [2.538, -0.970, 2.195], [4.991, -2.194, 2.075], [5.664, -1.857, 0.482], [5.080, -3.478, 0.859], [0.372, -0.221, -2.290], [-1.115, -0.832, -4.176], [-1.339, -3.194, -4.859], [-0.062, -4.948, -3.672], [1.408, -4.344, -1.786], [0.403, 1.927, 3.029], [1.453, 1.953, 1.727], [2.120, 1.936, 0.773]], "forces_ev_per_a": [[-0.71, -0.58, -0.92], [-0.02, -0.03, -0.01], [0.02, 0.11, -0.04], [-0.10, -0.17, 0.12], [-0.06, 0.18, -0.39], [-0.09, -0.15, 0.06], [0.00, 0.04, 0.01], [1.54, 0.18, 1.52], [-0.79, -0.04, -0.62], [-0.07, -0.17, 0.49], [-0.09, 0.04, -0.02], [-0.01, 0.01, 0.01], [-0.01, 0.07, 0.02], [0.14, -0.23, 0.04], [0.78, 0.49, -0.74], [0.02, 0.00, 0.04], [-0.03, -0.04, -0.03], [0.07, 0.03, -0.04], [0.02, 0.06, 0.03], [0.00, -0.01, -0.02], [0.00, -0.01, 0.04], [-0.01, -0.01, -0.05], [0.05, 0.02, 0.04], [0.02, 0.03, -0.09], [0.05, -0.04, -0.10], [0.08, -0.13, -0.08], [-0.18, 0.09, -0.18], [0.19, -0.12, 0.08], [-0.26, 0.12, 0.75], [-0.12, 0.21, 0.26], [-0.04, -0.07, 0.05], [0.02, 0.07, -0.05], [-0.03, -0.08, -0.09], [0.10, 0.13, -0.06], [-0.02, 0.03, -0.04], [0.03, -0.01, 0.03], [0.00, -0.01, -0.02], [-0.06, -0.12, 0.15], [-0.01, 0.05, 0.02], [-0.09, -0.01, 0.04], [-0.01, 0.07, 0.01], [0.07, -0.02, -0.02], [-0.01, -0.02, 0.00], [-0.02, 0.01, -0.01], [0.00, 0.00, 0.03], [0.04, -0.01, -0.04], [-0.02, 0.00, 0.04], [0.02, 0.01, 0.00], [0.02, 0.01, 0.00], [0.01, 0.02, -0.03], [-0.44, -0.23, -0.46], [0.45, 0.44, 0.44], [-0.43, -0.20, -0.19]], "mulliken_charge": [0.73, -0.41, -0.96, 0.18, 0.68, -0.24, -0.68, 0.49, -0.47, 0.35, -0.51, -0.31, -0.76, -0.18, 0.16, 0.42, 0.43, 0.25, 0.47, 0.40, 0.54, 0.44, 0.44, 0.50, -1.05, 0.02, 0.49, 0.66, -0.87, -1.09, 0.68, -1.57, 0.04, -0.42, -0.76, -0.47, -0.75, 0.12, 0.41, 0.36, 0.39, 0.46, 0.37, 0.36, 0.37, 0.55, 0.40, 0.43, 0.41, 0.50, -0.14, 0.53, -0.38]}

3.
{"formula": "C3H4N2OS", "method": "ωB97M-V/def2-TZVPD", "e_above_lowest_ev": 3.332, "smiles": "O[C@@]12C=CNN1S2", "energy_ev": -19035.716, "charge": 0, "lumo_ev": 0.80, "homo_lumo_gap_ev": 8.7, "elements": ["C", "C", "C", "N", "N", "O", "S", "H", "H", "H", "H"], "coordinates": [[-0.585, -0.972, -0.173], [-1.252, 0.141, -0.548], [0.711, -0.490, 0.265], [-0.541, 1.236, -0.250], [0.744, 0.946, 0.186], [1.372, -1.039, 1.268], [1.907, 0.171, -0.998], [-0.922, -1.933, -0.307], [-2.312, 0.205, -0.994], [-0.756, 2.229, -0.455], [1.634, -0.495, 2.006]], "forces_ev_per_a": [[0.02, 2.25, -0.47], [-2.45, -1.04, -0.52], [0.91, 1.09, -0.19], [0.36, 2.92, -0.81], [-0.83, -0.19, 0.65], [0.41, -2.65, 1.51], [-0.16, 0.22, -0.98], [-0.39, -2.03, -0.09], [1.99, 0.02, 0.82], [0.23, -1.44, 0.15], [-0.10, 0.85, -0.07]], "mulliken_charge": [-0.71, -0.13, 0.73, 0.01, -0.51, -0.47, -0.23, 0.43, 0.33, 0.24, 0.31]}